No. 1
Computed, not measured: C33H35BaN5O8SSe2 as an isolated structure, with the ωB97M-V functional and the def2-TZVPD basis.

Calculated values
E_HOMO = -3.231 eV
Total energy = -200851.3939 eV
ΔE to the lowest compared entry with this formula, charge and spin = 25.8 kJ/mol
Frontier orbital gap = 0.24999 hartree
Total charge = -2

Structure (XYZ):
```
85
Properties=species:S:1:pos:R:3:lowdin_charge:R:1
Ba 0.10 -0.81 0.29 1.70
O -3.69 4.10 -2.52 0.05
C -2.87 3.15 -1.98 -0.29
C -1.94 3.46 -1.00 0.05
C -1.15 2.43 -0.51 -0.18
N -1.27 1.18 -0.93 0.00
C -2.16 0.89 -1.89 -0.18
C -2.99 1.84 -2.44 0.06
C -2.20 -0.59 -2.34 -0.66
O -3.04 -0.88 -3.19 0.01
O -1.36 -1.34 -1.76 -0.28
C -0.09 2.69 0.57 -0.62
O 0.07 3.85 0.93 0.00
O 0.51 1.65 0.97 -0.25
H -3.48 4.94 -2.12 0.10
H -1.79 4.46 -0.62 0.12
H -3.69 1.56 -3.21 0.12
N 1.96 -2.02 -1.52 -0.04
C 3.28 -1.55 -1.75 -0.33
C 4.35 -2.08 -1.03 -0.05
C 5.62 -1.55 -1.21 -0.08
C 5.84 -0.49 -2.08 -0.28
C 4.77 0.03 -2.79 -0.05
C 3.50 -0.50 -2.63 -0.03
S 7.49 0.20 -2.24 0.40
O 8.30 -0.89 -2.76 -0.37
O 7.83 0.59 -0.87 -0.38
O 7.32 1.33 -3.15 -0.38
H 1.38 -2.04 -2.35 0.08
H 1.91 -2.93 -1.05 0.01
H 4.19 -2.90 -0.35 0.09
H 6.46 -1.96 -0.65 0.12
H 4.95 0.85 -3.46 0.11
H 2.66 -0.08 -3.17 0.11
C 2.96 1.93 6.44 -0.11
C 1.89 3.02 6.33 -0.26
C 1.82 3.72 4.97 -0.19
C 1.22 2.91 3.82 -0.15
N 2.11 1.87 3.32 -0.02
C 1.90 0.54 3.38 -0.73
Se 0.47 -0.30 4.19 0.60
N 2.91 -0.06 2.69 -0.01
C 3.17 -1.50 2.64 -0.17
C 4.47 -1.86 3.36 -0.16
C 4.49 -1.48 4.84 -0.24
C 3.57 -2.31 5.72 -0.10
C 3.72 0.91 2.11 -0.14
C 4.81 0.82 1.26 0.02
C 5.36 2.01 0.80 -0.05
C 4.83 3.24 1.18 -0.08
C 3.74 3.33 2.04 0.00
C 3.20 2.14 2.51 -0.15
H 3.07 1.60 7.47 0.07
H 3.93 2.30 6.09 0.08
H 2.69 1.06 5.85 0.03
H 2.08 3.78 7.09 0.10
H 0.91 2.58 6.56 0.10
H 2.81 4.08 4.69 0.10
H 1.19 4.61 5.07 0.11
H 0.98 3.55 2.97 0.10
H 0.30 2.41 4.13 0.08
H 3.24 -1.81 1.59 0.10
H 2.30 -1.99 3.07 0.05
H 5.31 -1.37 2.86 0.10
H 4.62 -2.94 3.25 0.10
H 4.23 -0.42 4.94 0.09
H 5.52 -1.56 5.20 0.11
H 2.53 -2.23 5.41 0.03
H 3.62 -1.98 6.76 0.07
H 3.86 -3.37 5.69 0.05
H 5.21 -0.13 0.94 0.10
H 6.21 1.95 0.13 0.09
H 5.26 4.15 0.79 0.10
H 3.30 4.29 2.30 0.11
Se 0.56 -4.00 1.26 0.41
C 2.09 -4.72 2.10 -0.75
C 2.11 -4.96 3.48 -0.14
C 3.23 -5.53 4.06 -0.20
N 4.34 -5.87 3.40 0.03
C 4.32 -5.62 2.09 -0.18
C 3.25 -5.06 1.41 -0.15
H 1.25 -4.71 4.09 0.09
H 3.24 -5.73 5.13 0.09
H 5.23 -5.88 1.54 0.10
H 3.31 -4.93 0.34 0.08
```



No. 2
Computed, not measured: C33H35BrN3O2S as an isolated structure at a distorted geometry, with the ωB97M-V functional and the def2-TZVPD basis.

Calculated values
E_HOMO = -10.083 eV
Total energy = -124220.8970 eV
Frontier orbital gap = 0.25038 hartree
Total charge = +1

Structure (XYZ):
```
75
Properties=species:S:1:pos:R:3:lowdin_charge:R:1
C -0.42 -2.97 2.76 -0.18
S 0.39 -2.46 1.23 1.13
C 0.94 -4.09 0.71 -0.22
C -1.06 -2.27 0.17 -0.33
C -1.85 -1.23 0.91 -0.44
C -3.35 -1.33 0.87 -0.15
C -3.96 -2.59 0.84 -0.04
C -5.31 -2.71 0.52 -0.11
C -6.07 -1.55 0.30 -0.67
Br -7.81 -1.72 -0.42 0.77
C -5.50 -0.28 0.52 -0.09
C -4.15 -0.16 0.85 0.02
O -1.31 -0.39 1.64 0.01
H 0.45 -3.08 3.42 0.08
H -1.10 -2.20 3.12 0.08
H -0.93 -3.93 2.59 0.08
H 1.90 -4.19 1.21 0.07
H 0.20 -4.81 1.10 0.07
H 1.05 -4.13 -0.38 0.08
H -1.58 -3.23 0.10 0.11
H -3.36 -3.47 1.08 0.11
H -5.75 -3.69 0.40 0.11
H -6.13 0.59 0.38 0.11
H -3.71 0.81 1.08 0.13
C 3.88 3.78 -1.89 0.00
N 3.24 2.74 -1.12 -0.04
C 3.62 2.47 0.17 -0.36
O 4.54 3.02 0.77 0.09
C 2.71 1.38 0.70 -0.16
C 2.01 1.77 2.00 -0.08
C 2.99 1.94 3.15 -0.24
C 3.04 3.14 3.87 -0.03
C 4.05 3.33 4.82 -0.07
C 4.97 2.32 5.09 -0.08
C 4.87 1.08 4.43 -0.07
C 3.86 0.89 3.47 -0.05
N 1.77 1.19 -0.42 0.01
C 0.72 0.34 -0.31 -0.07
C -0.17 0.01 -1.33 -0.09
C -0.87 -1.21 -1.40 -0.11
C -1.92 -1.41 -2.37 -0.17
C -2.83 -2.49 -2.31 -0.01
C -3.86 -2.57 -3.25 -0.01
C -3.98 -1.63 -4.27 -0.23
C -5.02 -1.76 -5.23 -0.17
N -5.91 -1.93 -5.98 0.17
C -3.08 -0.56 -4.35 0.00
C -2.09 -0.44 -3.39 0.00
C 2.03 2.09 -1.56 -0.46
C 0.87 3.10 -1.74 0.01
C 2.30 1.33 -2.87 0.01
H 4.76 4.15 -1.37 0.10
H 4.18 3.38 -2.87 0.09
H 3.18 4.61 -2.06 0.10
H 3.29 0.45 0.85 0.16
H 1.49 2.72 1.82 0.14
H 1.27 1.00 2.26 0.11
H 2.31 3.92 3.65 0.11
H 4.12 4.29 5.34 0.11
H 5.76 2.47 5.82 0.11
H 5.57 0.28 4.64 0.10
H 3.75 -0.06 2.95 0.10
H 0.58 -0.10 0.68 0.05
H -0.30 0.79 -2.09 0.08
H -0.31 -2.23 -1.05 0.12
H -2.76 -3.26 -1.55 0.10
H -4.58 -3.37 -3.20 0.13
H -3.11 0.19 -5.15 0.13
H -1.41 0.42 -3.46 0.11
H 0.88 3.82 -0.91 0.10
H 1.00 3.64 -2.68 0.09
H -0.09 2.59 -1.75 0.07
H 3.27 0.84 -2.81 0.10
H 1.52 0.58 -3.06 0.07
H 2.31 2.04 -3.71 0.09
```



No. 3
Computed, not measured: C33H35CdF5N4OP2 as an isolated structure at a distorted geometry, with the ωB97M-V functional and the def2-TZVPD basis.

Calculated values
E_HOMO = -6.074 eV
Total energy = -79516.4841 eV
Frontier orbital gap = 0.15440 hartree
Total charge = 0

Structure (XYZ):
```
81
Properties=species:S:1:pos:R:3:lowdin_charge:R:1
Cd -0.52 2.49 -1.37 1.44
C -1.49 2.07 -3.90 -0.18
C -1.60 0.74 -3.77 -0.11
C -0.71 -0.34 -4.33 -0.15
C 0.76 0.04 -4.52 -0.18
C 1.36 0.84 -3.43 -0.08
C 1.06 2.04 -2.79 -0.32
C 0.65 3.23 -3.66 -0.23
C -0.42 2.79 -4.68 -0.18
C 0.23 2.47 0.92 -0.22
H -2.32 2.73 -3.61 0.10
H -2.57 0.31 -3.43 0.10
H -1.12 -0.71 -5.29 0.14
H -0.77 -1.21 -3.64 0.10
H 1.33 -0.91 -4.54 0.13
H 0.94 0.47 -5.53 0.12
H 2.35 0.43 -3.18 0.09
H 1.87 2.29 -2.06 0.07
H 1.54 3.67 -4.13 0.13
H 0.19 4.03 -3.04 0.08
H -0.85 3.70 -5.13 0.12
H 0.04 2.21 -5.49 0.10
H -0.37 3.17 1.52 -0.02
H 1.29 2.77 0.99 -0.07
H 0.17 1.49 1.44 -0.08
P 1.79 -0.21 0.46 1.10
P -1.36 -1.18 0.90 1.11
N 3.20 0.69 -0.38 -0.19
N 2.81 -1.46 1.05 -0.28
N -2.26 0.24 0.23 -0.16
N -2.74 -2.18 1.10 -0.24
C 0.89 -1.05 -0.90 -0.38
C -0.50 -1.72 -0.62 -0.36
C 3.55 2.03 -0.23 -0.18
C 4.49 2.39 -1.19 -0.10
C 4.74 1.22 -1.98 -0.11
C 3.96 0.19 -1.45 -0.18
C 3.65 -1.24 2.17 -0.12
C 4.41 -2.38 2.35 -0.09
C 4.09 -3.30 1.30 -0.09
C 3.13 -2.70 0.50 -0.15
C -2.14 1.52 0.77 -0.21
C -2.66 2.46 -0.16 -0.22
C -3.19 1.69 -1.25 -0.17
C -2.88 0.37 -1.00 -0.20
C -3.80 -2.37 0.20 -0.14
C -4.86 -2.98 0.87 -0.08
C -4.39 -3.28 2.20 -0.09
C -3.11 -2.80 2.32 -0.10
H 1.55 -1.80 -1.38 0.06
H 0.78 -0.28 -1.69 0.02
H -1.20 -1.60 -1.46 0.05
H -0.34 -2.80 -0.49 0.09
H 3.20 2.60 0.61 0.08
H 4.93 3.37 -1.34 0.09
H 5.39 1.15 -2.84 0.09
H 3.93 -0.85 -1.74 0.11
H 3.59 -0.29 2.68 0.11
H 5.11 -2.53 3.17 0.10
H 4.50 -4.31 1.17 0.10
H 2.64 -3.06 -0.41 0.09
H -1.98 1.59 1.84 0.11
H -2.73 3.53 -0.04 0.09
H -3.72 2.07 -2.11 0.10
H -3.16 -0.49 -1.58 0.08
H -3.71 -2.11 -0.83 0.07
H -5.83 -3.17 0.44 0.09
H -4.98 -3.79 2.96 0.09
H -2.40 -2.88 3.13 0.11
F -1.89 -0.80 8.40 0.08
C -1.51 -0.80 7.11 -0.17
C -1.96 0.23 6.28 -0.16
F -2.77 1.20 6.76 0.09
C -1.51 0.30 4.99 -0.15
F -1.74 1.41 4.24 0.06
C -0.77 -0.76 4.36 -0.35
O -0.54 -0.79 3.12 -0.23
C -0.31 -1.78 5.27 -0.15
F 0.41 -2.79 4.75 0.07
C -0.65 -1.79 6.61 -0.15
F -0.19 -2.75 7.45 0.09
```